[1]
{
  "formula": "C7H10FNNi",
  "method": "the ωB97M-V functional and the def2-TZVPD basis",
  "species": ["C", "C", "C", "C", "C", "Ni", "N", "C", "C", "H", "H", "H", "H", "H", "H", "H", "H", "H", "H", "F"],
  "positions_angstrom": [[-0.4920, 1.0012, -1.4029], [0.9015, 1.0415, -1.0850], [1.0532, 1.7302, 0.1529], [-0.2345, 2.1577, 0.5791], [-1.1909, 1.7115, -0.3773], [-0.1285, 0.1924, 0.3437], [-1.4260, -1.1182, 0.2311], [-0.3125, -2.2211, 0.1645], [1.0648, -1.7186, 0.0727], [1.9946, 1.9796, 0.6277], [1.7036, 0.6601, -1.7029], [-0.4432, 2.7955, 1.4316], [-2.2477, 1.9546, -0.3794], [-0.9252, 0.6029, -2.3112], [1.5297, -1.7690, -0.9117], [-0.3946, -2.8841, 1.0447], [-1.7924, -1.2401, 1.1956], [1.6497, -1.8025, 0.9850], [-0.5121, -2.8337, -0.7316], [0.2025, -0.2401, 2.0734]],
  "forces_ev_per_a": [[0.23, 1.81, -1.44], [0.18, 1.29, -1.14], [1.04, 2.02, -0.72], [-0.17, 1.73, -0.47], [-0.24, 1.65, -0.87], [1.13, -3.42, 0.95], [-0.92, -3.58, 0.48], [-1.95, -0.65, -0.17], [0.22, 0.78, -0.14], [-0.12, -0.28, 0.10], [-0.11, -0.23, 0.22], [-0.01, -0.36, 0.07], [0.07, -0.34, 0.17], [-0.01, -0.28, 0.28], [0.34, -0.13, 0.13], [-0.31, -0.04, -0.08], [0.23, 0.24, -0.59], [0.33, 0.22, -0.31], [-0.30, -0.19, 0.01], [0.38, -0.24, 3.52]],
  "total_charge": -2,
  "gap_ev": [3.952, 4.780],
  "multiplicity": 3,
  "s_squared": 2.0274,
  "relative_energy_kcal_mol": 0.0
}


[2]
{
  "formula": "C3H8NS",
  "method": "the ωB97M-V functional and the def2-TZVPD basis",
  "species": ["C", "S", "H", "H", "H", "C", "C", "N", "H", "H", "H", "H", "H"],
  "positions_angstrom": [[1.4084, 0.7427, 2.6956], [-0.0970, -0.4218, 2.8321], [1.0491, 1.7702, 2.3505], [1.9718, 0.3017, 1.8004], [1.9350, 0.8474, 3.7106], [-1.2562, -0.3452, -2.7577], [-0.2887, -0.3950, -1.8271], [-0.5433, -0.4904, -0.4998], [-2.3038, -0.2695, -2.4469], [-1.0376, -0.4196, -3.8303], [0.8315, -0.1904, -2.0871], [-1.5045, -0.9442, -0.3750], [-0.1646, -0.1858, 0.4346]],
  "forces_ev_per_a": [[-0.91, 0.00, -0.67], [0.76, 0.81, -0.01], [0.52, -1.16, 0.62], [0.04, 0.78, 1.72], [-0.35, -0.30, -1.80], [-0.09, -0.30, -0.84], [2.46, 1.71, 0.14], [-2.90, -1.62, 0.95], [0.35, -0.25, -0.14], [-0.05, 0.17, 0.56], [-2.03, -0.65, 0.25], [1.99, 1.20, 0.28], [0.19, -0.38, -1.06]],
  "total_charge": -1,
  "gap_ev": 6.514,
  "relative_energy_kcal_mol": 36.1
}


[3]
{
  "formula": "C4H7N3",
  "method": "the ωB97M-V functional and the def2-TZVPD basis",
  "species": ["C", "C", "N", "C", "N", "C", "N", "H", "H", "H", "H", "H", "H", "H"],
  "positions_angstrom": [[-1.2513, 0.7612, -0.3879], [-1.1620, -0.4746, 0.5258], [0.1849, -0.6055, 1.0754], [1.2569, -0.3198, 0.2860], [2.4630, -0.6645, 0.5150], [1.0605, 0.4401, -0.9541], [1.2406, 0.9341, -1.9873], [-0.5518, 0.8560, -1.2488], [-1.1568, 1.6723, 0.2146], [-2.1750, 0.7393, -0.9454], [-1.4539, -1.3862, -0.0163], [-1.8630, -0.3662, 1.3676], [0.3649, -1.3094, 1.7847], [3.0431, -0.2768, -0.2291]],
  "forces_ev_per_a": [[-0.66, 0.17, -0.19], [-0.11, 0.15, -0.32], [0.24, 0.11, -0.30], [0.29, -0.13, 0.02], [-0.12, 0.02, 0.08], [1.87, 0.18, -1.30], [0.56, -0.41, 0.72], [-1.46, -0.37, 1.35], [-0.19, -0.10, -0.21], [-0.83, 0.13, 0.37], [0.07, 0.16, 0.01], [0.24, 0.04, -0.31], [-0.04, 0.27, -0.22], [0.14, -0.22, 0.30]],
  "total_charge": 0,
  "gap_ev": 10.388,
  "smiles": "[H]/N=C(\\C#N)NCC",
  "relative_energy_kcal_mol": 38.6
}


[4]
{
  "formula": "C4H6N2S",
  "method": "the ωB97M-V functional and the def2-TZVPD basis",
  "species": ["C", "C", "C", "C", "H", "H", "H", "H", "H", "H", "N", "N", "S"],
  "positions_angstrom": [[-2.2995, -0.3916, -0.0673], [-1.2293, 0.4977, 0.1738], [0.1602, 0.3724, -0.1619], [0.7005, -1.1015, -0.0423], [-3.3311, 0.0506, 0.1346], [-1.9983, -1.3264, -0.8876], [-1.4635, 1.5859, 0.3449], [2.8657, 1.6898, 0.4619], [0.6356, -1.4715, 1.1048], [0.2272, -1.7956, -0.7704], [0.9128, 1.3661, -0.0380], [2.2377, 1.1551, -0.2824], [2.5819, -0.6308, 0.0299]],
  "forces_ev_per_a": [[3.16, 1.03, -1.95], [-4.10, 0.36, -1.71], [-0.56, -3.37, 1.89], [1.85, 1.31, 2.60], [1.43, -1.33, -0.50], [-1.50, 2.45, 3.06], [-0.10, -1.29, 0.66], [-2.01, -1.27, -1.95], [-0.80, 0.69, -2.97], [1.08, 0.36, 0.36], [0.94, 1.42, -0.52], [1.79, -0.24, 2.14], [-1.18, -0.13, -1.11]],
  "total_charge": 0,
  "gap_ev": 8.408,
  "smiles": "C=CC1=NNSC1",
  "relative_energy_kcal_mol": 105.9
}


| no. | F_max (eV Å⁻¹) |
| --- | --- |
| 1 | 3.73 |
| 2 | 3.46 |
| 3 | 2.28 |
| 4 | 4.46 |